P:
13
Properties=species:S:1:pos:R:3 method="wB97M-V/def2-TZVPD" multiplicity=1 homo_lumo_gap_ev=5.83 e_homo_ev=-9.4
C -0.2188 0.3724 0.1765
C -0.0423 -0.1620 -1.3465
S -2.4429 -0.7169 2.6826
C 1.1168 0.9195 -0.4314
N 0.1108 -0.6495 1.2803
O 2.1656 0.1000 -0.4880
H 0.3844 0.2230 -2.2686
H 1.2828 1.9969 -0.4193
H -1.0938 -0.3376 -1.7314
H 0.3254 -1.2109 -1.2923
H -1.2793 0.8250 0.1868
H -0.8212 -1.0651 1.5663
H 0.5126 -0.2947 2.0848

Q:
13
Properties=species:S:1:pos:R:3 method="wB97M-V/def2-TZVPD" multiplicity=1 homo_lumo_gap_ev=9.18 smiles="CON(C)C=S" e_homo_ev=-8.5
C 0.7416 -0.9769 1.4047
C -0.0537 -0.1894 -1.5497
C -0.8455 1.4550 0.1507
H 0.4698 -1.8398 0.8310
H -0.0834 -0.7092 2.0704
H 1.6422 -1.1333 1.9524
H 0.0526 -1.2772 -1.4534
H -1.0003 0.0460 -2.0238
H 0.7880 0.1859 -2.1506
H -0.5299 1.7893 1.1352
N -0.0813 0.4134 -0.2413
O 1.0141 0.1296 0.5406
S -2.1140 2.1065 -0.6663

R:
13
Properties=species:S:1:pos:R:3 method="wB97M-V/def2-TZVPD" multiplicity=1 homo_lumo_gap_ev=9.47 e_homo_ev=-8.7
C 2.2965 0.4087 -1.3156
C -1.3461 -0.5526 -0.2018
C -1.7356 -0.0356 1.1528
H 1.8068 0.4844 -2.2858
H 2.7095 -0.6123 -1.2177
H 3.0827 1.1651 -1.2141
H -1.9910 -1.2569 -0.6956
H -1.7525 1.0572 1.1224
H -2.7765 -0.3592 1.3469
H -0.0698 -0.1437 2.1279
N -0.2179 -0.3175 -0.8236
O -0.9668 -0.5298 2.1559
S 0.9607 0.6922 -0.1518

Result of the stability comparison: P is the least stable of them.

P:
15
Properties=species:S:1:pos:R:3 method="wB97M-V/def2-TZVPD" multiplicity=1 homo_lumo_gap_ev="7.21 / 7.21" e_homo_ev="-7.8 / -7.8"
C 0.1060 1.0958 0.1093
C 1.3551 -0.4831 0.1784
N -1.7457 -1.1394 -0.6382
N -0.6067 1.1259 1.2747
C 0.5523 -1.2231 -0.6513
N -0.5782 -0.5171 -0.9358
N 0.5123 2.1388 -0.4817
N 2.2679 -0.5250 1.0310
H -1.7199 -2.0990 -0.3066
H -2.5086 -0.9048 -1.2584
H -1.0080 2.0204 1.5206
H -1.1836 0.3251 1.4798
H 1.0540 1.9364 -1.3167
H 2.7072 0.3862 1.1855
H 0.7959 -2.1370 -1.1905

Q:
15
Properties=species:S:1:pos:R:3 method="wB97M-V/def2-TZVPD" multiplicity=1 homo_lumo_gap_ev=8.71 e_homo_ev=-7.8
C 1.4131 1.0399 -0.0434
C 1.8090 -1.2395 -0.0441
C -2.4885 0.5491 0.0039
N -0.4840 1.9671 0.0173
N -0.4865 -0.2740 -0.0105
N 2.3977 1.8074 0.0048
N 0.8977 -0.1556 0.0761
N -1.0506 0.8792 -0.0289
H 2.5434 -1.2189 -0.9858
H 2.3721 -1.3610 0.7737
H 1.1297 -2.0926 -0.0223
H -2.9762 1.5601 0.0515
H -2.7805 -0.0512 0.7798
H -2.8731 0.1989 -0.9770
H 2.4063 2.7703 -0.3278

Result of the stability comparison: Q is the least stable of them.

P:
15
Properties=species:S:1:pos:R:3 method="wB97M-V/def2-TZVPD" multiplicity=1 homo_lumo_gap_ev=9.77 smiles="[H]/N=C/N(/C=N/[H])/C(N)=N/[H]" e_homo_ev=-9.1
C 1.2844 -0.0886 0.0725
C -0.7777 1.1789 0.3525
C -0.6871 -1.2985 -0.1360
H 2.8521 1.1601 -0.3569
H 1.3065 1.8660 -0.7611
H 2.8748 -1.0929 -0.0218
H -0.1772 1.8571 0.9461
H -2.3374 2.3684 0.0767
H 0.1251 -2.0649 -0.3054
H -2.2324 -2.3983 -0.1352
N 1.8800 1.1557 -0.2046
N 1.9046 -1.2071 0.1668
N -0.0840 -0.0638 0.1078
N -1.9182 1.4529 -0.1912
N -1.9724 -1.4015 -0.0469

Q:
15
Properties=species:S:1:pos:R:3 method="wB97M-V/def2-TZVPD" multiplicity=1 homo_lumo_gap_ev="8.02 / 8.48" e_homo_ev="-8.9 / -8.8"
C 0.5690 1.1212 0.0974
C 1.5053 -1.0866 -0.5185
C -2.8584 0.4031 0.1511
N -0.7202 1.3864 0.4566
N -0.7426 -0.6913 -0.2330
N 3.4319 0.2078 0.2727
N 0.4762 -0.1926 -0.2773
N -1.4401 0.3064 0.2465
H 1.5181 -1.9794 0.1034
H 1.7905 -1.2871 -1.5947
H 2.6676 -0.2324 -0.0043
H -3.2386 0.9056 1.0529
H -3.2274 -0.6275 -0.0512
H -3.1933 0.9300 -0.7919
H 3.4619 0.8365 1.0904

R:
15
Properties=species:S:1:pos:R:3 method="wB97M-V/def2-TZVPD" multiplicity=1 homo_lumo_gap_ev=9.44 e_homo_ev=-9.8
C -1.0773 -0.7574 0.5543
N 0.2094 -0.7180 0.5917
C 0.9914 0.4360 0.1121
N 0.9952 -1.7433 1.1828
N 0.2519 1.4629 -0.3482
N 2.2503 0.2971 0.2043
C -2.6201 0.6902 -1.2619
N -3.1474 1.2559 -2.1236
H 0.8526 -2.5945 0.6491
H 1.9655 -1.4400 1.0792
H -0.7485 1.3931 -0.5197
H 0.7349 2.2526 -0.7413
H 2.7790 1.1004 -0.1165
H -1.9675 0.0404 -0.2600
H -1.4694 -1.6754 0.9977

Result of the stability comparison: Q is the least stable of them.

P:
17
Properties=species:S:1:pos:R:3 method="wB97M-V/def2-TZVPD" multiplicity=1 homo_lumo_gap_ev=10.12 e_homo_ev=-9.4
C 1.8787 -0.1729 -0.0552
C -0.2104 0.7153 0.7894
C -1.0150 1.0729 -0.3812
C -1.5882 0.0109 -0.8662
C -1.3813 -1.2614 -0.1106
C -0.1153 -0.8612 0.7007
H 3.2047 0.5865 -1.1514
H 1.5799 1.8709 0.1112
H -0.6342 1.0956 1.7858
H -1.1443 2.1043 -0.6610
H -2.0598 -0.0492 -1.8669
H -1.2420 -1.9846 -0.8899
H -2.2297 -1.4910 0.5567
H -0.3799 -0.8683 1.9693
N 2.8988 -0.3585 -0.7723
N 1.2312 0.9504 0.5424
O 1.2067 -1.3596 0.2992

Q:
17
Properties=species:S:1:pos:R:3 method="wB97M-V/def2-TZVPD" multiplicity=1 homo_lumo_gap_ev=10.19 smiles="C[C@@]1(C(N)=O)C=CC=N1" e_homo_ev=-9.7
C 1.8453 0.4615 0.9370
C 0.7574 -0.2771 1.2079
C 1.6893 0.9499 -0.4381
C -1.4528 0.2057 0.1917
C 0.0151 -0.4459 -0.0953
C -0.2595 -1.8180 -0.6930
N 0.6545 0.5043 -1.0622
N -1.6024 1.5204 -0.0471
O -2.4297 -0.4669 0.4515
H 2.6687 0.6812 1.5557
H 0.6326 -0.6849 2.1822
H 2.2151 1.6894 -0.9808
H -1.2750 -2.1009 -0.4823
H 0.3192 -2.7382 -0.6202
H -0.2797 -1.4734 -1.7448
H -0.9603 2.1636 -0.3772
H -2.5378 1.8293 0.0148

Result of the stability comparison: P is the least stable of them.

P:
17
Properties=species:S:1:pos:R:3 method="wB97M-V/def2-TZVPD" multiplicity=1 homo_lumo_gap_ev=9.53 e_homo_ev=-9.0
C -0.3236 -1.7734 -1.8052
C -0.1025 -0.1484 -2.0990
C -0.2085 0.6685 0.1459
C -1.0468 1.3720 1.1467
C 0.5300 0.9416 2.6687
C 1.3103 0.2272 1.7002
H -1.4597 -1.9150 -1.8018
H 0.2214 -1.9991 -0.6046
H 0.0160 -2.3529 -2.8074
H -0.4974 0.0213 -3.0905
H 1.0419 0.0962 -2.0402
H -2.1795 1.8794 0.9104
H 0.8066 0.8787 3.7858
H 2.2851 -0.1880 2.2019
N -0.6099 1.4402 2.3859
N 0.9399 0.1567 0.4081
O -0.7231 0.6950 -1.1049

Q:
17
Properties=species:S:1:pos:R:3 method="wB97M-V/def2-TZVPD" multiplicity=1 homo_lumo_gap_ev="6.82 / 6.82" e_homo_ev="-6.8 / -6.8"
C -0.3135 1.1984 1.3730
C -0.2904 0.6113 -1.4540
C 0.9020 -0.5925 -0.0179
C -0.1638 0.2695 0.2177
N 0.8928 -1.7740 -0.7704
N 2.0144 -0.5682 0.8041
C -1.5984 0.1571 -0.9893
C -2.8085 -0.0738 -1.2757
O 0.0677 1.4324 -2.2470
H 2.8582 -0.8425 0.3110
H 0.9707 -2.5727 -0.1444
H 0.1276 -1.8677 -1.4274
H 2.1849 0.3050 1.2865
H -0.2674 2.2460 1.0571
H -1.2474 1.0097 1.9080
H 0.4442 1.1243 2.1586
H -3.7730 -0.0622 -0.7898

R:
17
Properties=species:S:1:pos:R:3 method="wB97M-V/def2-TZVPD" multiplicity=1 homo_lumo_gap_ev=10.37 smiles=C[C@@]1(O)C[C@H]1C#N.C#N e_homo_ev=-9.6
C 2.6379 1.1035 -0.9429
C -1.4017 0.4284 -1.5912
C -0.2961 0.7466 1.3229
C -1.5028 -1.2696 0.2378
C -0.7062 -0.6211 -0.9321
C -0.2675 -0.5166 0.5935
N 3.1937 0.1175 -0.8488
N -1.8931 1.3963 -1.9616
O 0.8963 -1.3590 0.6087
H 0.6966 1.1413 1.2217
H -0.4961 0.5717 2.3507
H -0.9253 1.5996 0.9372
H -1.4265 -2.3316 0.3999
H 2.1971 2.0729 -1.0592
H -2.5442 -0.9824 0.3297
H 0.0649 -1.1390 -1.3803
H 1.7731 -0.9584 0.7140

Result of the stability comparison: Q is the least stable of them.

P:
11
Properties=species:S:1:pos:R:3 method="wB97M-V/def2-TZVPD" multiplicity=1 homo_lumo_gap_ev=10.20 e_homo_ev=-9.4
C 0.1395 -0.3830 0.4544
C -0.0902 1.0495 -0.0462
C -1.0552 -0.7432 -0.4374
N -1.2798 0.6486 -0.7801
O -3.6885 -0.1154 -0.1173
S -2.3780 0.0415 0.4312
H 0.9986 -0.8071 0.2575
H -0.2324 -0.5066 1.4764
H -0.1768 1.8660 0.8132
H 0.5240 1.3679 -0.7956
H -1.1789 -1.7869 -1.2204

Q:
11
Properties=species:S:1:pos:R:3 method="wB97M-V/def2-TZVPD" multiplicity=1 homo_lumo_gap_ev=7.05 e_homo_ev=-8.7
C -1.2567 0.7655 0.9518
C 1.9872 0.7378 0.1025
C -0.7044 -0.4821 -1.0122
N -0.2873 0.3382 0.0967
O -2.4284 0.4338 0.8208
S 3.0869 -0.3210 0.1930
H -0.8199 1.4858 1.7271
H 2.0698 1.7336 -0.1538
H -1.4463 0.1520 -1.5329
H 0.1263 -0.9334 -1.6649
H -1.3868 -1.2025 -0.5314

R:
11
Properties=species:S:1:pos:R:3 method="wB97M-V/def2-TZVPD" multiplicity=1 homo_lumo_gap_ev=7.61 e_homo_ev=-8.6
C -0.2365 0.0278 0.4957
C 0.5089 0.8734 -0.5347
C 0.5528 0.3443 -2.0433
H 0.8266 -1.5033 -0.5285
H 0.0942 -2.0776 0.8902
H 0.0837 2.1413 -0.2959
H 1.9889 0.6815 -0.1760
H -0.3107 1.0366 -3.1620
N 0.1408 -1.2099 0.2235
O 0.8622 -0.8992 -2.2062
S -0.9698 0.4945 1.9907

S:
11
Properties=species:S:1:pos:R:3 method="wB97M-V/def2-TZVPD" multiplicity=1 homo_lumo_gap_ev=9.00 e_homo_ev=-8.7
C 2.7161 -0.9654 0.0211
C 2.2582 0.4271 -0.2397
C -1.1622 0.5454 0.0697
H 3.2989 -1.3946 -0.8966
H 1.8262 -1.3959 -0.2435
H 3.0152 -1.3220 1.0652
H 2.8709 1.3512 -0.7724
H -1.0530 1.7119 0.0402
N 1.1491 0.9873 0.0852
O -0.0095 -0.0092 0.3920
S -2.5499 -0.3644 -0.1271

Result of the stability comparison: R is the least stable of them.

P:
11
Properties=species:S:1:pos:R:3 method="wB97M-V/def2-TZVPD" multiplicity=1 homo_lumo_gap_ev=9.42 smiles="C=CN(S)C=O" e_homo_ev=-8.7
C -0.7617 -0.7892 0.1192
C -1.9085 -0.1555 -0.1404
C 0.7507 1.0473 0.0290
H 2.8006 -0.1935 -0.0784
H -0.5319 -1.9365 0.3713
H -2.7611 -0.6681 -0.1816
H -1.8776 0.9475 -0.1321
H -0.1325 1.7239 0.0027
N 0.5451 -0.2586 0.0834
O 1.9086 1.4972 -0.0074
S 1.9683 -1.2145 -0.0656

Q:
11
Properties=species:S:1:pos:R:3 method="wB97M-V/def2-TZVPD" multiplicity=1 homo_lumo_gap_ev=9.42 smiles="S=C1NCCO1" e_homo_ev=-8.7
C 1.4341 -0.1305 -0.0074
C -0.8280 0.5349 -0.1874
C -0.7004 -0.9239 0.1249
H 0.8379 1.8705 -0.0696
H -1.6374 1.0082 0.4766
H -1.1152 0.7156 -1.1925
H -0.9087 -1.0102 1.2039
H -1.3209 -1.6117 -0.3995
N 0.5387 0.9236 0.1835
O 0.6604 -1.2344 -0.1204
S 3.0394 -0.1421 -0.0121

R:
11
Properties=species:S:1:pos:R:3 method="wB97M-V/def2-TZVPD" multiplicity=1 homo_lumo_gap_ev=9.02 smiles="CC#[N+][S-].C=O" e_homo_ev=-8.4
C 0.7092 0.6572 0.2530
C -1.3420 -0.9706 -1.2380
C 0.8490 0.5532 1.6716
N 0.9725 0.6867 -0.8972
O -0.9197 -0.7620 -0.1053
S 0.5564 0.4339 -2.4070
H -2.3087 -0.4351 -1.4988
H -1.1616 -1.8961 -1.9447
H 1.8166 1.0930 2.0073
H 0.7544 -0.4283 2.0639
H 0.0739 1.0681 2.0951

Result of the stability comparison: R is the least stable of them.

P:
11
Properties=species:S:1:pos:R:3 method="wB97M-V/def2-TZVPD" multiplicity=1 homo_lumo_gap_ev="6.36 / 9.18" e_homo_ev="-8.2 / -9.0"
C 1.6913 0.6709 0.9675
C 1.6477 0.5376 -0.3138
C -1.3959 -1.0396 -0.2201
N -1.2411 1.4018 0.7519
O 0.6654 0.6649 -1.2750
S -1.2103 0.7743 -0.5831
H 1.5505 1.1466 1.9261
H 2.4035 -0.0310 -0.7663
H -0.6270 -1.1110 0.5978
H -1.0736 -1.5762 -1.2023
H -2.4104 -1.4382 0.1174

Q:
11
Properties=species:S:1:pos:R:3 method="wB97M-V/def2-TZVPD" multiplicity=1 homo_lumo_gap_ev="8.87 / 8.87" e_homo_ev="-9.1 / -9.1"
C 0.2966 -0.6269 -0.8768
C 0.8570 0.7646 -0.5629
C -0.6729 -0.3676 0.2176
N -0.2912 0.9942 0.4513
O -1.1265 -0.0446 2.9047
S -0.1139 -0.1612 1.9053
H -0.1858 -0.7686 -1.9647
H 1.0077 -1.5223 -0.8491
H 1.7949 0.9594 -0.0992
H 0.9001 1.6547 -1.2424
H -2.4659 -0.8816 0.1162

R:
11
Properties=species:S:1:pos:R:3 method="wB97M-V/def2-TZVPD" multiplicity=1 homo_lumo_gap_ev=10.12 e_homo_ev=-9.3
C 0.0436 -0.7861 -0.4231
C 0.0663 0.3245 0.6940
C -1.1545 0.3163 1.6332
H 1.7486 -0.1845 -3.2576
H -0.4264 -1.7731 -0.1771
H 0.0770 1.2998 0.1710
H 1.0285 0.3777 1.2425
H -1.2109 0.9783 2.4921
N 0.5169 -0.7536 -1.5742
O -2.1351 -0.3372 1.3859
S 1.4461 0.5380 -2.1867

Result of the stability comparison: P is the least stable of them.

P:
11
Properties=species:S:1:pos:R:3 method="wB97M-V/def2-TZVPD" multiplicity=1 homo_lumo_gap_ev=9.31 e_homo_ev=-8.5
C -0.8462 0.0182 -1.6775
C 0.9381 -0.3018 -0.2843
C -0.7541 -0.2007 1.0176
N 0.3736 -0.0461 -1.5400
O -0.7274 0.7866 1.8518
S -1.9895 -0.0232 -0.3472
H -1.3824 0.2839 -2.5912
H 1.6861 0.4966 -0.0690
H 1.4171 -1.3279 -0.2947
H -0.7757 -1.1291 1.4282
H -0.5718 1.6044 1.2805

Q:
11
Properties=species:S:1:pos:R:3 method="wB97M-V/def2-TZVPD" multiplicity=1 homo_lumo_gap_ev=10.48 smiles=N#C[C@@H](S)CO e_homo_ev=-10.0
C 0.8090 -0.1835 -0.7518
C -0.1877 0.3834 0.3242
C -1.2462 1.2348 -0.2074
H 1.5763 -1.7297 0.0710
H 1.2708 0.6694 -1.3010
H 0.2761 -0.8739 -1.4390
H 0.4185 0.9690 0.9846
H -1.8445 -0.3970 1.9403
N -2.1042 1.7940 -0.7449
O 1.9162 -0.8382 -0.1454
S -0.8844 -1.0285 1.2694

R:
11
Properties=species:S:1:pos:R:3 method="wB97M-V/def2-TZVPD" multiplicity=1 homo_lumo_gap_ev="9.36 / 6.36" e_homo_ev="-9.6 / -8.5"
C 0.9156 -0.0846 0.5989
C -0.3960 -0.6661 0.2320
C -0.9116 0.4879 -0.7537
N 0.7907 1.3197 0.5277
O -0.3057 1.6117 -0.2075
S 2.4095 -0.8062 -0.3651
H 1.3844 -0.3255 1.6301
H -0.3180 -1.6639 -0.1726
H -1.0501 -0.8196 1.0516
H -0.5338 0.3843 -1.7283
H -1.9850 0.5623 -0.8131

Result of the stability comparison: R is the least stable of them.

P:
11
Properties=species:S:1:pos:R:3 method="wB97M-V/def2-TZVPD" multiplicity=1 homo_lumo_gap_ev=9.83 smiles=[O-][N+]#CCCS e_homo_ev=-9.3
C -1.9455 -0.2432 0.2576
C -0.6572 0.3858 0.4965
C 0.2945 -0.0534 -0.5925
N -3.0831 -0.3037 0.0474
O -4.1866 -0.6249 -0.1720
S 1.5103 -1.2374 0.1336
H 2.6578 -1.1624 -0.6709
H -0.6265 1.4474 0.8042
H -0.3019 0.0404 1.5845
H -0.3073 -0.4778 -1.4482
H 1.0093 0.6555 -1.0629

Q:
11
Properties=species:S:1:pos:R:3 method="wB97M-V/def2-TZVPD" multiplicity=1 homo_lumo_gap_ev=9.41 smiles="OC(=S)[C@H]1CN1" e_homo_ev=-9.0
C -0.1042 -0.9443 0.8747
C -0.5579 0.1055 -0.1048
C 0.2666 1.2950 -0.4648
H 1.3731 -2.0304 1.2690
H -1.6214 0.2187 -0.0871
H -0.2067 2.2535 -0.6357
H 1.2773 1.3557 -0.0117
H -0.6152 0.4766 -2.0937
N 0.0958 0.2033 -1.4120
O 1.1740 -1.2543 0.7089
S -1.0813 -1.6794 1.9573

Result of the stability comparison: P is the least stable of them.

P:
11
Properties=species:S:1:pos:R:3 method="wB97M-V/def2-TZVPD" multiplicity=1 homo_lumo_gap_ev=9.56 e_homo_ev=-9.2
C -0.9829 0.1922 0.0021
C 1.3065 -1.0477 0.4709
C 0.4216 -0.3180 -0.4055
N -1.1731 1.5273 0.3431
O -1.8404 -0.6661 -0.0972
S 1.9168 0.5308 -0.1119
H 1.1134 -1.1051 1.4565
H 1.7641 -1.9536 -0.0486
H 0.0623 -1.0725 -1.7031
H -0.4563 2.1399 0.0435
H -2.1319 1.7727 0.0502

Q:
11
Properties=species:S:1:pos:R:3 method="wB97M-V/def2-TZVPD" multiplicity=1 homo_lumo_gap_ev=9.58 e_homo_ev=-8.7
C 0.3792 1.7166 0.4922
C -0.6726 -0.7552 -0.3415
C -1.6660 -1.6483 -0.1612
H 3.0566 0.3527 -0.0718
H 0.0939 2.6534 0.9587
H 0.2326 -1.1946 -0.7520
H -2.6689 -1.4283 0.2287
H -1.4781 -2.6942 -0.2941
N 1.6342 1.5729 0.4953
O 2.0645 0.4626 -0.2566
S -0.9756 0.9624 -0.2978

Result of the stability comparison: Q is the least stable of them.

P:
21
Properties=species:S:1:pos:R:3 method="wB97M-V/def2-TZVPD" multiplicity=1 homo_lumo_gap_ev=9.44 smiles=CNCCCN.O e_homo_ev=-8.7
C -1.3758 0.5926 -0.1782
C 0.2097 0.5926 0.1379
C 1.1477 0.2643 -1.0422
C 0.1902 2.1544 -2.3214
N 1.4715 1.4971 -1.8473
N -2.3906 0.6635 1.0374
H -1.4430 -0.2372 -0.9631
H -1.6354 1.4087 -0.7385
H 0.2352 1.5845 0.5431
H 0.4241 -0.1420 0.9372
H 0.9799 -0.6211 -1.6624
H 1.9457 -0.1491 -0.3332
H 0.3143 2.9010 -3.2105
H -0.3806 1.4659 -2.8284
H -0.0498 2.9270 -1.6118
H 1.8816 2.1257 -1.1664
H -2.0466 0.6020 1.9683
H -2.8571 1.4866 1.0695
H 0.1432 -5.6328 3.5675
H 1.0851 -4.7404 2.5885
O 0.8508 -4.9658 3.4916

Q:
21
Properties=species:S:1:pos:R:3 method="wB97M-V/def2-TZVPD" multiplicity=1 homo_lumo_gap_ev=10.09 smiles=CCCO.NCN e_homo_ev=-9.1
N 0.6902 1.8021 -2.7736
C -0.1927 1.3364 -1.7071
N -1.0373 0.1833 -2.0315
H 1.3561 1.0928 -3.0470
H 0.2295 2.1332 -3.6090
H 0.4450 1.1182 -0.8548
H -0.8175 2.1911 -1.4522
H -1.4390 0.3391 -2.9513
H -0.3962 -0.5915 -2.1942
C -0.5676 -0.4940 1.8150
O -0.5021 0.4306 2.9040
C 0.7838 -1.1503 1.6994
C 0.9019 -2.0858 0.4890
H -1.3641 -1.2254 1.9945
H -0.8489 0.0235 0.8924
H -1.3233 0.9318 2.8910
H 1.5332 -0.3595 1.6623
H 1.0047 -1.7617 2.5760
H 0.7605 -1.4943 -0.4211
H 1.8934 -2.5280 0.4338
H 0.1574 -2.8751 0.5004

Result of the stability comparison: P is the least stable of them.